Record 1
Entry from the Open Molecules 2025 dataset: a cluster of 2 separate species, C5H10O2 in total (ωB97M-V/def2-TZVPD).

Structure (ORCA input):
```
! RIJCOSX wB97M-V def2-TZVPD def2/J DEFGRID3
* xyz 0 1
C 0.838 1.876 -0.125
C -0.168 1.160 0.372
C -1.403 0.766 -0.392
C -1.699 -0.737 -0.335
H 1.698 2.146 0.485
H 0.838 2.229 -1.156
H -0.109 0.822 1.410
H -1.296 1.086 -1.435
H -2.266 1.310 0.019
H -2.641 -0.965 -0.845
H -0.903 -1.311 -0.822
H -1.785 -1.082 0.703
O 1.894 -1.067 1.700
C 2.005 -1.113 0.504
O 1.474 -2.066 -0.277
H 2.539 -0.386 -0.118
H 0.985 -2.666 0.313
*
```

- SMILES: C=CCC.O=CO


Record 2
Entry from the Open Molecules 2025 dataset: a structure of composition C41H28BrClF9N7O3Ti in a non-equilibrium geometry (ωB97M-V/def2-TZVPD).

Structure (ORCA input):
```
! RIJCOSX wB97M-V def2-TZVPD def2/J DEFGRID3
* xyz 0 1
Ti 0.463 0.637 -0.158
C -1.385 -3.998 2.377
C -2.354 -3.544 3.267
C -2.758 -2.229 3.196
C -2.169 -1.383 2.245
N -1.219 -1.803 1.425
C -0.858 -3.089 1.484
N -2.668 -0.085 2.156
C -2.064 0.961 1.762
N -0.714 1.222 1.441
C -0.582 2.604 1.384
N 0.512 3.276 1.470
C 1.707 2.634 1.763
C 2.604 3.317 2.589
C 3.808 2.737 2.916
C 4.123 1.500 2.367
C 3.207 0.903 1.541
N 1.999 1.422 1.267
C -1.908 3.248 1.430
C -2.286 4.573 1.350
C -3.635 4.859 1.519
C -4.554 3.843 1.788
C -4.151 2.517 1.892
C -2.813 2.243 1.692
H -1.057 -5.031 2.369
H -2.799 -4.217 3.991
H -3.520 -1.822 3.849
H -0.106 -3.409 0.766
H 2.304 4.289 2.958
H 4.504 3.247 3.573
H 5.075 1.018 2.550
H 3.456 -0.025 1.060
H -1.556 5.350 1.151
H -3.979 5.884 1.446
H -5.599 4.094 1.924
H -4.854 1.723 2.119
Br 0.523 -0.616 4.419
C 1.493 -1.766 3.265
C 2.247 -2.799 3.806
C 2.966 -3.592 2.928
C 2.892 -3.339 1.564
C 2.101 -2.288 1.149
N 1.419 -1.511 1.983
C 1.954 -1.991 -0.323
O 2.317 -2.792 -1.138
O 1.324 -0.853 -0.618
H 2.267 -2.963 4.873
H 3.578 -4.403 3.305
H 3.423 -3.930 0.827
C -0.548 1.401 -3.695
C -1.303 1.874 -2.454
O -0.827 1.355 -1.258
C -1.261 3.445 -2.371
F -1.271 3.997 -3.595
F -0.149 3.865 -1.758
F -2.300 3.946 -1.680
C -2.797 1.480 -2.654
F -2.902 0.255 -3.199
F -3.394 2.330 -3.510
F -3.482 1.478 -1.505
H 0.366 1.969 -3.845
H -1.163 1.514 -4.584
H -0.304 0.350 -3.558
F -5.003 -4.030 -3.502
C -3.978 -4.600 -2.840
F -3.388 -5.475 -3.672
F -4.506 -5.299 -1.815
C -3.016 -3.559 -2.344
C -3.468 -2.589 -1.464
C -2.574 -1.622 -1.046
N -1.300 -1.581 -1.440
C -0.880 -2.531 -2.272
C -1.701 -3.539 -2.762
H -4.495 -2.579 -1.116
H -2.899 -0.846 -0.366
H 0.170 -2.495 -2.552
H -1.316 -4.288 -3.441
Cl 7.181 -0.798 -2.751
C 5.660 -0.050 -2.350
C 5.630 1.016 -1.471
C 4.410 1.604 -1.156
C 3.211 1.142 -1.693
C 1.903 1.787 -1.364
C 3.285 0.077 -2.594
C 4.490 -0.521 -2.923
H 6.552 1.394 -1.045
H 4.397 2.462 -0.491
H 1.344 1.938 -2.276
H 2.055 2.755 -0.899
H 2.370 -0.306 -3.032
H 4.525 -1.350 -3.619
*
```


Table of relative energy (zero: lowest compared OMol25 entry of this formula, charge and spin) (kJ/mol), in record order: 141.7 128.4
Table of DFT total energy (a.u.), in record order: -346.9715 -6970.9040